{
  "formula": "C48H47BrN4NiO4S3",
  "method": "ωB97M-V/def2-TZVPD",
  "symbols": ["Ni", "N", "S", "N", "S", "N", "S", "N", "C", "C", "C", "C", "C", "C", "C", "C", "C", "C", "C", "C", "C", "C", "C", "C", "C", "C", "C", "C", "C", "C", "C", "C", "C", "C", "C", "C", "C", "C", "C", "C", "C", "C", "C", "C", "H", "H", "H", "H", "H", "H", "H", "H", "H", "H", "H", "H", "H", "H", "H", "H", "H", "H", "H", "H", "H", "H", "H", "H", "H", "H", "H", "H", "H", "H", "C", "O", "H", "H", "H", "H", "C", "C", "C", "C", "O", "H", "H", "H", "H", "H", "H", "H", "H", "H", "Br", "C", "C", "C", "C", "C", "C", "C", "O", "O", "H", "H", "H", "H"],
  "coordinates": [[-0.046089, -0.266477, -0.048254], [0.233694, -1.963546, -0.863507], [-0.374085, -2.619126, -2.051170], [0.725417, -3.051581, -3.164423], [2.202600, -2.615849, -2.639452], [3.255638, -1.649235, -1.896952], [2.893134, -0.588712, -0.665026], [1.660570, 0.138858, -0.642269], [4.219139, 0.567360, -0.837721], [5.055236, 0.582679, -1.944774], [6.001665, 1.596853, -2.051210], [6.095440, 2.562663, -1.059555], [5.243198, 2.531169, 0.044291], [4.293086, 1.531699, 0.159801], [3.400390, -1.526167, 0.774136], [2.404372, -2.208489, 1.461280], [2.768057, -3.079780, 2.477457], [4.111777, -3.277360, 2.782913], [5.103271, -2.607241, 2.070266], [4.752948, -1.726783, 1.056375], [2.843070, -4.248944, -2.125540], [2.349931, -5.390070, -2.760034], [2.828386, -6.632217, -2.381628], [3.783496, -6.742868, -1.375280], [4.278371, -5.602054, -0.761137], [3.816835, -4.346569, -1.140123], [2.953054, -2.493877, -4.278040], [2.154809, -2.336170, -5.401369], [2.759929, -2.244668, -6.649631], [4.138758, -2.311435, -6.762584], [4.928363, -2.464355, -5.624973], [4.341671, -2.553667, -4.376641], [-1.155707, -4.166193, -1.577093], [-0.308425, -5.086920, -0.967541], [-0.828534, -6.277346, -0.495320], [-2.190655, -6.538585, -0.617619], [-3.033496, -5.592389, -1.181283], [-2.521736, -4.393977, -1.672493], [-1.604334, -1.782011, -3.011811], [-1.867822, -0.453789, -2.730262], [-2.832712, 0.204340, -3.476965], [-3.516262, -0.468364, -4.479635], [-3.219919, -1.798771, -4.772967], [-2.248082, -2.464866, -4.046326], [4.951338, -0.182653, -2.708102], [6.661054, 1.631435, -2.911631], [6.832268, 3.353066, -1.147150], [5.317214, 3.292298, 0.811892], [3.592120, 1.498889, 0.992361], [1.365096, -2.037499, 1.202716], [2.000918, -3.607587, 3.033435], [4.389596, -3.955143, 3.581037], [6.148266, -2.776060, 2.303506], [5.518037, -1.206095, 0.487192], [1.589437, -5.296138, -3.519938], [2.451268, -7.519347, -2.876736], [4.146580, -7.721220, -1.078550], [5.034599, -5.678704, 0.012891], [4.206921, -3.455509, -0.672451], [1.079535, -2.295776, -5.293893], [2.146947, -2.119627, -7.532268], [4.605547, -2.246549, -7.739294], [6.005194, -2.516602, -5.713081], [4.946754, -2.666909, -3.486057], [0.740472, -4.855506, -0.842773], [-0.171764, -6.993152, -0.013546], [-2.598609, -7.473867, -0.245944], [-4.102981, -5.766956, -1.230078], [-3.187008, -3.642367, -2.073086], [-1.350869, 0.035654, -1.919064], [-3.057782, 1.240928, -3.258912], [-4.285993, 0.045737, -5.043920], [-3.753386, -2.317530, -5.560877], [-1.994732, -3.496153, -4.272236], [1.087701, 0.349806, 3.272715], [0.311158, -0.597495, 2.555810], [0.789307, 0.399498, 4.325211], [0.998616, 1.340645, 2.817097], [2.128991, 0.019086, 3.226770], [-0.593165, -0.263019, 2.488375], [-0.066228, 3.730075, 0.917505], [-0.593657, 2.566535, 0.086851], [-0.003204, 2.678590, -1.325898], [-2.120833, 2.639977, 0.003830], [-0.203059, 1.386930, 0.737074], [-0.281393, 4.695621, 0.441138], [1.020349, 3.620055, 1.026392], [-0.520272, 3.716377, 1.914917], [-0.396507, 3.559663, -1.848289], [-0.237005, 1.785063, -1.908231], [1.088660, 2.747076, -1.267051], [-2.456073, 3.538032, -0.538158], [-2.542959, 2.656533, 1.014166], [-2.505466, 1.744527, -0.497787], [-5.782917, -2.257846, 1.813943], [-4.051164, -2.923308, 2.219835], [-3.993279, -3.897348, 3.207687], [-2.772755, -4.450610, 3.567873], [-1.609727, -4.001517, 2.962119], [-1.675862, -3.013542, 1.989864], [-2.890427, -2.459592, 1.583340], [-2.892255, -1.489971, 0.393723], [-3.791150, -1.613892, -0.440929], [-1.946459, -0.625480, 0.330848], [-4.907080, -4.223374, 3.689302], [-2.739132, -5.240379, 4.313637], [-0.647758, -4.421708, 3.246723], [-0.782643, -2.665218, 1.498664]],
  "forces_ev_per_angstrom": [[-0.894, 0.493, -0.079], [-0.234, -0.936, -1.100], [-0.616, 0.342, 1.875], [0.319, 1.375, 0.744], [2.713, -2.110, -1.151], [-1.746, 0.090, -0.258], [0.584, 0.106, 0.336], [-0.717, 0.846, 0.220], [0.413, -0.210, -0.507], [-0.015, -0.022, 0.091], [-0.002, -0.024, -0.005], [-0.043, 0.002, 0.065], [0.089, 0.020, -0.042], [-0.104, -0.025, 0.057], [0.172, -0.509, -0.146], [-0.004, 0.118, -0.159], [0.177, -0.061, 0.106], [-0.096, 0.054, -0.094], [-0.056, -0.007, 0.041], [-0.127, 0.091, 0.002], [-0.012, 0.028, 0.185], [0.105, 0.279, 0.110], [0.047, -0.048, -0.037], [0.006, 0.010, -0.033], [0.020, -0.018, 0.011], [-0.166, 0.068, -0.144], [-0.124, -0.003, -0.147], [0.042, -0.052, 0.129], [0.050, 0.043, 0.036], [0.064, -0.008, 0.012], [-0.040, 0.005, -0.108], [-0.184, 0.017, 0.115], [-0.028, -0.087, -0.383], [-0.105, 0.077, 0.017], [-0.020, -0.034, 0.042], [-0.048, -0.004, 0.061], [-0.004, 0.048, 0.001], [0.071, -0.017, 0.152], [-0.012, -0.120, -0.344], [-0.043, -0.252, 0.008], [-0.097, 0.003, -0.164], [0.066, 0.040, 0.038], [0.023, -0.003, 0.026], [0.073, 0.187, -0.015], [0.037, 0.158, 0.085], [-0.058, 0.006, 0.071], [-0.050, -0.046, 0.015], [-0.006, -0.031, -0.059], [0.120, 0.050, -0.135], [0.235, -0.098, 0.124], [0.033, 0.077, -0.042], [-0.008, 0.004, -0.031], [-0.052, 0.047, 0.004], [-0.079, -0.066, 0.090], [-0.045, -0.023, -0.051], [0.007, 0.044, 0.051], [-0.033, 0.090, -0.029], [-0.093, 0.015, -0.045], [-0.013, -0.040, 0.012], [0.063, 0.017, -0.046], [-0.006, 0.002, 0.016], [-0.030, 0.000, 0.082], [0.006, -0.005, -0.007], [-0.018, -0.035, -0.034], [-0.047, -0.042, 0.051], [-0.053, 0.020, -0.050], [0.048, 0.122, -0.025], [0.110, -0.004, -0.001], [-0.008, -0.011, 0.078], [-0.076, 0.050, -0.004], [-0.004, -0.049, 0.017], [0.044, -0.033, 0.034], [0.042, 0.046, 0.028], [-0.053, 0.097, 0.032], [-0.041, 0.109, -0.102], [-0.060, -0.187, 0.542], [0.016, -0.022, -0.006], [0.026, -0.094, -0.015], [-0.056, 0.005, -0.002], [0.049, 0.155, -0.223], [0.130, 0.156, 0.153], [-0.049, -0.344, -0.185], [0.143, 0.038, 0.047], [-0.164, 0.022, -0.098], [0.063, 0.199, 0.225], [0.018, -0.119, 0.107], [-0.154, 0.079, 0.001], [0.073, 0.013, -0.117], [0.076, -0.107, 0.058], [-0.018, 0.088, -0.057], [-0.123, -0.015, -0.060], [0.042, -0.175, 0.132], [0.015, -0.026, -0.123], [0.006, 0.135, 0.060], [0.070, 0.049, -0.010], [0.217, 0.065, -0.110], [0.044, -0.001, -0.004], [0.005, -0.074, 0.027], [0.106, -0.020, -0.016], [-0.218, -0.027, -0.042], [-0.194, -0.071, -0.054], [0.089, 0.168, -0.331], [0.292, -0.108, 0.173], [0.010, -0.344, 0.445], [0.047, 0.023, -0.054], [-0.002, 0.150, -0.045], [-0.132, 0.056, -0.064], [0.163, 0.068, -0.042]],
  "e_tot_ha": -7653.83857,
  "homo_lumo_gap_ev": 6.005,
  "lumo_energy_ev": -1.2,
  "homo_ha": -0.26578,
  "spin_multiplicity": 1,
  "max_force_ha_per_bohr": 0.070,
  "total_charge": 0
}